1.
# C9H10Cl5NO2P

A cluster of 2 separate species, C9H10Cl5NO2P in total at a distorted geometry (ωB97M-V with the def2-TZVPD basis set, the Open Molecules 2025 dataset).

- charge = +1
- gap between HOMO and LUMO (eV) = 10.02
- DFT total energy (eV) = -86970.7293

Each atom is followed by the atoms it is bonded to, with distances in Å.
Cartesian coordinates (Å):
1 Cl 2.352 -0.778 -4.927  C13 1.770
2 Cl -0.191 -2.134 -4.973  C13 1.770
3 Cl 2.122 -3.379 -6.159  C13 1.759
4 Cl 1.940 -3.140 -3.295  C13 1.773
5 Cl 2.221 -0.045 -1.536  P6 2.050
6 P 0.912 -1.242 -0.508  Cl5 2.050, O8 1.622, C18 1.914
7 O 0.566 2.188 1.602  C10 1.408, C12 1.415
8 O -0.276 -1.512 -1.578  P6 1.622, H28 0.971
9 N 0.708 -0.309 2.072  C14 1.491, C18 1.505, H22 1.023, H24 1.025
10 C -0.206 1.880 2.738  O7 1.408, C14 1.548, H19 1.087, H20 1.091
11 C -1.322 -0.537 0.844  C17 1.197, C18 1.464
12 C 0.180 1.475 0.442  O7 1.415, C15 1.477, C18 1.572, H21 1.088
13 C 1.560 -2.359 -4.840  Cl1 1.770, Cl2 1.770, Cl3 1.759, Cl4 1.773
14 C 0.023 0.414 3.181  N9 1.491, C10 1.548, H25 1.087, H26 1.084
15 C -1.074 2.006 -0.128  C12 1.477, C16 1.197
16 C -2.068 2.444 -0.633  C15 1.197, H27 1.064
17 C -2.457 -0.861 1.039  C11 1.197, H23 1.065
18 C 0.060 -0.064 0.736  P6 1.914, N9 1.505, C11 1.464, C12 1.572
19 H 0.160 2.520 3.537  C10 1.087
20 H -1.265 2.110 2.613  C10 1.091
21 H 0.953 1.684 -0.294  C12 1.088
22 H 1.707 -0.093 2.034  N9 1.023
23 H -3.430 -1.190 1.320  C17 1.065
24 H 0.642 -1.318 2.241  N9 1.025
25 H 0.658 0.380 4.063  C14 1.087
26 H -0.912 -0.070 3.435  C14 1.084
27 H -3.070 2.657 -0.920  C16 1.064
28 H -0.495 -0.728 -2.107  O8 0.971

2.
# C9H10ClF2IN2

The molecule C9H10ClF2IN2 at a distorted geometry (ωB97M-V with the def2-TZVPD basis set, the Open Molecules 2025 dataset).

- energy above the lowest of the compared OMol25 structures with the same formula, charge and spin (kJ/mol) = 0.0
- SMILES string = Cc1cc(N[C@@](F)(I)[C@@H](F)Cl)ccc1N
- gap between HOMO and LUMO (eV) = 8.33
- DFT total energy (eV) = -38531.8894

Each atom is followed by the atoms it is bonded to, with distances in Å.
Cartesian coordinates (Å):
1 I -2.864 -1.753 0.551  C9 2.176
2 Cl -4.224 2.797 -0.225  C11 1.774
3 F -3.799 1.104 1.696  C11 1.309
4 F -3.181 0.160 -1.656  C9 1.343
5 N -1.639 0.908 -0.171  C9 1.344, C14 1.431, H25 1.085
6 N 3.456 -1.518 -0.709  C10 1.418, H20 1.017, H22 1.040
7 C -0.110 -0.563 -1.437  C12 1.437, C14 1.392, H17 1.067
8 C 2.975 0.481 1.411  C13 1.519, H18 1.197, H19 1.160, H21 1.084
9 C -2.770 0.212 -0.379  I1 2.176, F4 1.343, N5 1.344, C11 1.801
10 C 2.155 -0.971 -0.562  N6 1.418, C12 1.457, C13 1.431
11 C -4.084 1.150 0.419  Cl2 1.774, F3 1.309, C9 1.801, H24 1.140
12 C 1.154 -1.228 -1.589  C7 1.437, C10 1.457, H16 0.995
13 C 1.874 -0.136 0.565  C8 1.519, C10 1.431, C15 1.420
14 C -0.392 0.223 -0.322  N5 1.431, C7 1.392, C15 1.399
15 C 0.585 0.452 0.652  C13 1.420, C14 1.399, H23 1.145
16 H 1.434 -1.727 -2.403  C12 0.995
17 H -0.889 -0.676 -2.157  C7 1.067
18 H 3.438 -0.270 2.221  C8 1.197
19 H 2.435 1.311 2.017  C8 1.160
20 H 3.375 -2.306 -1.346  N6 1.017
21 H 3.803 0.923 0.871  C8 1.084
22 H 3.964 -1.909 0.110  N6 1.040
23 H 0.195 1.200 1.427  C15 1.145
24 H -5.082 0.609 0.317  C11 1.140
25 H -1.809 1.529 0.702  N5 1.085

3.
# C9H10ClN

The molecule C9H10ClN at a distorted geometry (ωB97M-V with the def2-TZVPD basis set, the Open Molecules 2025 dataset).

- energy above the lowest of the compared OMol25 structures with the same formula, charge and spin (kJ/mol) = 191.7
- SMILES string = C=C[C@](C)(Cl)c1ccccn1
- gap between HOMO and LUMO (eV) = 10.21
- DFT total energy (eV) = -23505.2780

Each atom is followed by the atoms it is bonded to, with distances in Å.
Cartesian coordinates (Å):
1 Cl 1.995 -1.833 0.180  C7 1.729
2 N -1.064 -0.029 1.229  C8 1.295, C9 1.360
3 C 1.967 0.701 -0.623  C4 1.332, C7 1.487, H18 1.085
4 C 1.515 1.413 -1.654  C3 1.332, H17 1.130, H21 1.084
5 C -3.098 -0.481 -0.125  C9 1.387, C10 1.384, H16 1.032
6 C -0.942 -0.852 -0.990  C8 1.423, C10 1.341, H19 1.080
7 C 1.453 -0.210 0.435  Cl1 1.729, C3 1.487, C8 1.820, C11 1.532
8 C -0.347 -0.346 0.199  N2 1.295, C6 1.423, C7 1.820
9 C -2.399 0.006 0.970  N2 1.360, C5 1.387, H15 1.057
10 C -2.271 -0.990 -1.111  C5 1.384, C6 1.341, H13 1.072
11 C 1.744 0.166 1.891  C7 1.532, H12 1.016, H14 1.045, H20 1.051
12 H 2.669 0.588 1.875  C11 1.016
13 H -2.614 -1.515 -1.980  C10 1.072
14 H 0.998 0.841 2.175  C11 1.045
15 H -2.903 0.452 1.785  C9 1.057
16 H -4.128 -0.424 -0.085  C5 1.032
17 H 2.341 1.732 -2.356  C4 1.130
18 H 3.052 0.694 -0.623  C3 1.085
19 H -0.265 -0.812 -1.829  C6 1.080
20 H 1.831 -0.686 2.500  C11 1.051
21 H 0.466 1.586 -1.866  C4 1.084

4.
# C9H10ClN3OS

A cluster of 2 separate species, C9H10ClN3OS in total at a distorted geometry (ωB97M-V with the def2-TZVPD basis set, the Open Molecules 2025 dataset).

- energy above the lowest of the compared OMol25 structures with the same formula, charge and spin (kJ/mol) = 146.7
- gap between HOMO and LUMO (spin up / spin down) (eV) = 7.48 / 7.47
- DFT total energy (eV) = -39367.6534

Each atom is followed by the atoms it is bonded to, with distances in Å.
Cartesian coordinates (Å):
1 Cl 2.815 3.485 1.789  C12 1.749
2 S 1.246 -0.663 -1.800  N4 1.645, H25 1.267
3 O 1.127 -3.521 -1.465  C13 1.232
4 N -0.021 -1.579 -1.291  S2 1.645, C13 1.398
5 N -0.994 -0.578 0.122  C8 1.402, C15 1.453
6 N -1.052 -3.508 -0.601  C13 1.371, H17 1.044, H20 1.038
7 C 0.486 2.677 0.677  C11 1.389, C12 1.385, H23 1.060
8 C -0.017 0.282 0.643  N5 1.402, C10 1.418, C11 1.394
9 C 1.960 1.049 1.748  C10 1.348, C12 1.341, H19 1.101
10 C 1.196 0.020 1.329  C8 1.418, C9 1.348, H18 1.145
11 C -0.334 1.606 0.345  C7 1.389, C8 1.394, C14 1.490
12 C 1.582 2.296 1.432  Cl1 1.749, C7 1.385, C9 1.341
13 C 0.113 -2.951 -1.059  O3 1.232, N4 1.398, N6 1.371
14 C -1.602 1.719 -0.430  C11 1.490, C15 1.509, H16 1.106, H24 1.157
15 C -1.906 0.256 -0.642  N5 1.453, C14 1.509, H21 1.073, H22 1.099
16 H -1.331 2.426 -1.236  C14 1.106
17 H -1.000 -4.538 -0.438  N6 1.044
18 H 1.576 -1.052 1.463  C10 1.145
19 H 2.775 0.922 2.476  C9 1.101
20 H -1.832 -2.923 -0.247  N6 1.038
21 H -2.829 -0.165 -0.294  C15 1.073
22 H -1.936 0.015 -1.714  C15 1.099
23 H 0.073 3.538 0.215  C7 1.060
24 H -2.403 2.250 0.213  C14 1.157
25 H 2.307 -1.065 -1.235  S2 1.267